No. 1
Below is a structure of composition C14H28BBr2CrMnN8O32S2, with properties calculated with ωB97M-V/def2-TZVPD.

ORCA input file:
```
! wB97M-V def2-TZVPD RIJCOSX def2/J DEFGRID3
* xyz -1 10
Mn -4.60 1.77 0.70
Cr 4.23 1.81 1.85
O -3.20 0.95 -0.79
C -2.11 0.51 -0.86
O -1.02 1.21 -0.95
B 0.15 0.32 -1.12
O -0.41 -1.05 -1.05
C -1.71 -0.99 -0.99
O -2.48 -1.89 -0.98
O 1.24 0.52 -0.11
C 2.35 0.89 -0.75
O 3.43 1.19 -0.28
C 2.04 0.81 -2.26
O 0.77 0.63 -2.42
O 2.80 0.89 -3.16
S 2.30 3.36 2.79
O 3.82 3.36 3.02
O 2.24 2.27 1.73
O 1.55 2.99 3.95
O 1.91 4.66 2.26
S -3.18 2.72 2.79
O -2.93 1.55 1.85
O -2.37 3.90 2.55
O -4.60 2.99 2.27
O -3.06 2.32 4.17
Br -2.80 -4.77 2.50
C -2.06 -4.50 0.71
C -1.24 -5.68 0.30
Br -0.78 -5.44 -1.61
H -1.52 -3.56 0.67
H -2.90 -4.33 0.04
H -1.74 -6.63 0.40
H -0.25 -5.63 0.75
C 1.52 1.46 -5.84
N 0.31 2.24 -5.54
O -0.68 1.99 -6.19
O 0.34 2.98 -4.59
H 1.66 1.40 -6.91
H 1.43 0.52 -5.30
H 2.42 1.91 -5.42
C 6.33 1.26 -2.98
N 6.97 1.36 -1.66
O 8.05 0.86 -1.56
O 6.31 1.74 -0.71
H 7.07 0.91 -3.69
H 5.78 2.17 -3.18
H 5.62 0.45 -2.88
C -1.27 -1.15 2.97
N -2.19 -0.66 4.02
O -1.76 -0.20 5.02
O -3.37 -0.86 3.77
H -0.36 -0.58 2.88
H -1.83 -1.12 2.04
H -1.14 -2.21 3.21
C 1.70 -2.90 -0.10
N 2.83 -3.84 -0.27
O 3.01 -4.31 -1.36
O 3.48 -4.11 0.71
H 1.99 -1.94 0.31
H 1.05 -3.43 0.60
H 1.17 -2.79 -1.04
C -6.44 -0.81 -2.46
N -6.85 0.37 -1.60
O -5.99 0.81 -0.86
O -8.00 0.68 -1.56
H -7.06 -0.75 -3.34
H -6.57 -1.67 -1.82
H -5.41 -0.62 -2.72
C 6.64 -1.91 1.39
N 5.83 -0.89 2.12
O 5.98 -0.80 3.32
O 5.01 -0.23 1.46
H 6.47 -2.84 1.92
H 7.69 -1.65 1.42
H 6.23 -1.98 0.40
C -5.88 -2.03 2.56
N -5.34 -0.99 1.65
O -4.60 -1.37 0.75
O -5.67 0.18 1.81
H -5.70 -1.60 3.55
H -5.24 -2.88 2.48
H -6.93 -2.19 2.35
C 0.21 4.42 0.17
N 0.27 5.77 0.74
O -0.71 6.12 1.35
O 1.27 6.42 0.54
H -0.52 4.35 -0.64
H -0.17 3.70 0.90
H 1.21 4.13 -0.13
*
```

Properties
LUMO level (alpha / beta): 0.14 / 0.13 eV
Total energy: -11560.3638 Ha
HOMO level (alpha / beta): -5.468 / -5.493 eV
Frontier orbital gap (alpha / beta): 5.6 / 5.6 eV

No. 2
Below is a structure of composition C26H48F6LiO21P, with properties calculated with ωB97M-V/def2-TZVPD.

ORCA input file:
```
! wB97M-V def2-TZVPD RIJCOSX def2/J DEFGRID3
* xyz 0 1
Li -0.26 0.72 -0.70
P 2.23 1.45 0.55
F 2.56 1.82 2.09
F 3.78 1.22 0.21
F 2.04 -0.19 0.65
F 1.88 1.29 -0.98
F 0.62 1.65 0.72
F 2.43 3.09 0.26
C -1.69 2.41 3.18
C -1.24 3.68 3.89
O -0.19 3.21 4.69
C -0.23 1.91 4.79
O 0.48 1.22 5.44
O -1.19 1.41 3.98
H -1.19 2.35 2.22
H -2.76 2.30 3.02
H -2.03 4.15 4.47
H -0.90 4.38 3.12
C -7.09 1.33 2.23
C -7.48 1.52 0.76
O -6.25 1.87 0.16
C -5.26 1.92 1.05
O -4.05 2.13 0.79
O -5.81 1.78 2.31
H -7.04 0.33 2.65
H -7.77 1.84 2.92
H -8.30 2.22 0.59
H -7.77 0.52 0.43
C 2.41 -3.38 -1.10
C 2.59 -2.41 -2.25
O 2.34 -3.04 -3.53
C 3.32 -3.61 -4.20
O 4.50 -3.71 -3.85
O 2.73 -4.05 -5.38
C 3.65 -4.65 -6.30
H 1.41 -3.82 -1.12
H 2.63 -2.81 -0.20
H 3.18 -4.14 -1.22
H 3.58 -1.99 -2.15
H 1.86 -1.63 -2.04
H 4.20 -3.84 -6.78
H 3.00 -5.22 -6.97
H 4.33 -5.38 -5.86
C 1.17 3.06 -5.44
C 0.72 2.14 -4.24
O 0.43 0.79 -4.62
C -0.06 -0.12 -3.82
O -0.44 0.11 -2.62
O -0.24 -1.30 -4.50
C 0.18 -1.56 -5.86
H 2.17 2.74 -5.75
H 1.19 4.09 -5.08
H 0.46 2.91 -6.25
H -0.19 2.56 -3.81
H 1.44 2.08 -3.43
H 1.24 -1.79 -5.95
H -0.04 -0.73 -6.53
H -0.44 -2.41 -6.16
C 0.03 -2.77 2.97
C 0.65 -3.01 1.57
O -0.44 -3.25 0.65
C -1.04 -2.19 0.03
O -0.69 -1.00 0.19
O -2.05 -2.72 -0.59
C -3.13 -1.91 -0.96
H -0.65 -3.57 3.25
H -0.50 -1.82 3.04
H 0.72 -2.76 3.81
H 1.35 -3.82 1.38
H 1.18 -2.10 1.26
H -4.03 -2.47 -0.71
H -2.95 -1.93 -2.04
H -3.23 -0.93 -0.50
C -4.52 3.22 -3.88
C -3.48 2.67 -2.89
O -2.68 3.73 -2.43
C -1.72 3.51 -1.50
O -1.28 2.42 -1.17
O -1.14 4.68 -1.21
C -0.03 4.74 -0.39
H -5.00 2.36 -4.36
H -4.02 3.78 -4.66
H -5.32 3.79 -3.41
H -2.86 1.91 -3.37
H -3.95 2.16 -2.04
H 0.01 5.67 0.18
H 0.90 4.75 -0.96
H 0.02 3.98 0.39
C 2.96 -1.16 3.70
C 2.65 -1.08 5.21
O 3.09 -2.09 6.02
C 4.31 -2.08 6.59
O 5.28 -1.38 6.26
O 4.29 -2.96 7.58
C 5.43 -3.44 8.31
H 3.46 -2.08 3.39
H 3.63 -0.33 3.47
H 2.18 -0.96 2.97
H 1.57 -1.10 5.33
H 2.94 -0.12 5.64
H 5.18 -3.81 9.31
H 6.24 -2.72 8.39
H 5.80 -4.25 7.69
*
```

Properties
LUMO level: -0.07 eV
Total energy: -3547.9225 Ha
HOMO level: -9.668 eV
ΔE to the lowest compared entry with this formula, charge and spin: 0.00 kJ/mol
Frontier orbital gap: 9.6 eV